The following is a DFT calculation (wB97M-V/def2-TZVPD) of 2 unconnected molecules or ions with the total composition C4H8O2.

Each line ends with the Mulliken charge.
Atoms and positions in Å:
1 C 1.651 -1.272 0.973  -0.839
2 C 1.185 -0.204 0.328  0.095
3 C -0.044 0.503 0.665  -0.508
4 C -0.553 1.500 -0.060  0.036
5 O -1.834 2.005 0.091  -0.481
6 H 2.572 -1.728 0.617  0.258
7 H 1.174 -1.967 1.663  0.269
8 H 1.859 0.262 -0.389  0.274
9 H -0.561 0.253 1.590  0.235
10 H -0.142 1.874 -1.000  0.333
11 H -1.986 2.269 1.010  0.315
12 O -1.454 -1.335 -1.871  -0.654
13 H -0.770 -1.259 -2.540  0.319
14 H -1.097 -0.904 -1.077  0.347

Results
Energy above the lowest of the compared OMol25 structures with the same formula, charge and spin, kJ/mol: 220.0
Orbital gap, eV: 9.651
E_LUMO, eV: 0.81
Calculated total energy, eV: -8371.0019
HOMO level, eV: -8.85
SMILES string: C=C/C=C/O.O